Record 1
Below is a molecular structure, C2H4I2O, with properties calculated with ωB97M-V/def2-TZVPD.

```
9
Properties=species:S:1:pos:R:3:forces:R:3
C 0.947910 0.092548 -0.717820 -1.85 0.16 4.22
C -0.826348 0.025770 0.253581 3.57 -0.14 -2.16
O -0.526056 0.056552 1.577199 0.10 -0.51 0.12
I -1.795843 -1.816100 -0.480581 0.20 0.60 0.35
I -1.885368 1.805738 -0.074102 -0.32 0.11 -0.42
H 1.575498 -0.631325 -0.134419 -0.79 0.24 -0.62
H 0.950408 -0.116773 -1.752072 -0.46 -0.10 -1.00
H 1.312211 1.085406 -0.404288 -0.38 -0.25 -0.57
H 0.247589 -0.501813 1.732498 -0.08 -0.11 0.08
```
Positions in Å, forces in eV/Å.

Summary:
* total charge: 0
* spin multiplicity: 1
* electronic energy: -20385.4817 eV
* HOMO-LUMO gap: 8.94 eV

=====

Record 2
Below is a molecular structure, C21H46CoNOP3Se, with properties calculated with ωB97M-V/def2-TZVPD.

```
74
Properties=species:S:1:pos:R:3:forces:R:3
Co 0.050529 0.848149 -0.107877 0.40 -0.66 -0.82
P 0.321422 2.408695 1.237926 0.55 3.89 4.12
P -2.027349 0.607856 -0.017934 -4.49 -0.59 -0.63
P 1.950350 -0.071889 -0.130709 3.88 -2.09 -0.73
H -1.324824 -2.787717 -5.794875 -0.19 -0.41 0.28
C -0.737773 -3.534268 -5.248976 -0.29 -0.15 0.43
C -0.480552 -3.426950 -3.935125 0.23 -0.74 -0.41
H -0.954822 -2.739395 -3.221333 0.26 0.22 -0.68
C 0.432083 4.093681 0.506297 0.03 -0.28 -0.41
C -0.924450 2.671011 2.566894 -0.39 -0.22 -0.20
C 1.705377 2.433864 2.449377 0.44 -0.31 -0.24
C -2.754963 -0.430258 -1.341506 0.29 -0.03 -0.11
C -2.841470 -0.016802 1.492309 0.41 0.00 0.21
C -2.809492 2.235319 -0.441706 0.52 -0.03 0.08
C 2.282316 -1.354469 -1.397035 -0.44 0.09 -0.05
C 2.554675 -0.908273 1.384593 -0.41 0.23 0.16
C 3.254692 1.149032 -0.635519 -0.44 0.22 0.20
H -0.463550 -4.423140 -5.848970 0.33 0.79 0.50
H 0.205603 -4.139518 -3.465507 -0.48 0.01 -0.12
H 0.509344 4.813549 1.323639 -0.02 -0.03 -0.09
H -0.454554 4.330106 -0.095958 0.11 0.00 0.19
H 1.324508 4.183682 -0.127473 -0.11 0.06 0.25
H -0.618841 3.587928 3.086370 -0.11 -0.20 -0.10
H -0.880457 1.827639 3.268860 -0.05 0.10 -0.21
H -1.944138 2.793777 2.197789 0.15 0.01 0.17
H 1.753757 3.454491 2.847333 0.00 -0.21 -0.07
H 2.679239 2.174721 2.031769 -0.10 0.08 0.10
H 1.467516 1.745162 3.269219 0.05 0.05 -0.23
H -3.853257 -0.343978 -1.301920 0.41 -0.13 -0.02
H -2.439411 -1.476051 -1.197473 -0.23 0.32 -0.14
H -2.398951 -0.064590 -2.318425 -0.25 -0.23 0.26
H -3.380143 0.767743 2.027065 0.06 0.04 -0.16
H -2.070189 -0.414684 2.163331 -0.25 0.16 0.00
H -3.548088 -0.804367 1.208607 0.15 0.15 0.03
H -3.885536 2.086205 -0.606107 0.31 0.03 0.06
H -2.334070 2.597549 -1.366732 -0.37 -0.01 0.20
H -2.649435 2.979581 0.348928 -0.16 -0.21 -0.31
H 3.284136 -1.769184 -1.201390 -0.39 0.11 -0.19
H 2.244474 -0.896012 -2.397514 0.01 -0.31 0.26
H 1.515211 -2.136401 -1.304120 0.35 0.06 -0.20
H 3.037656 -1.848747 1.100862 -0.04 0.23 0.04
H 1.703712 -1.126436 2.039527 0.19 0.06 0.07
H 3.269471 -0.268378 1.910491 -0.14 -0.14 -0.01
H 4.169407 0.612027 -0.919674 -0.28 0.07 0.07
H 3.492606 1.850165 0.171272 -0.03 -0.13 -0.21
H 2.873020 1.723635 -1.495168 0.35 -0.24 0.23
C 0.436428 1.897893 -4.045184 0.12 0.49 0.55
C 0.050269 0.544388 -3.995699 -0.14 -1.13 -0.43
C 0.186240 -0.267157 -5.124595 -0.46 0.39 1.66
C 0.793569 0.265599 -6.265998 0.17 0.36 -0.60
C 1.106186 1.631975 -6.355014 -0.04 1.11 0.53
C 0.864178 2.466367 -5.268670 0.58 0.00 -0.91
Se 0.534522 2.989093 -2.499623 -0.91 -2.11 -0.33
H -0.061390 1.756303 -1.602814 0.47 1.67 -1.62
H -0.339574 0.165185 -3.047613 0.09 -0.18 -0.43
H -0.151105 -1.306876 -5.105232 0.33 0.44 0.09
H 1.008648 -0.363669 -7.121502 -0.08 -0.09 0.05
H 1.532948 2.053374 -7.268908 -0.21 -0.20 0.29
H 1.050515 3.539351 -5.314980 0.09 -0.26 -0.18
C -0.642239 -3.705693 5.458916 -0.24 -0.50 -0.09
N -0.201035 -2.399662 5.010788 -0.57 0.65 -0.95
C 0.514247 -1.556237 5.932533 0.34 0.45 0.49
C -0.638360 -1.842928 3.851964 0.90 -0.43 1.59
C -1.327203 -2.825149 2.954820 -0.14 0.12 -0.35
O -0.399927 -0.642469 3.616056 -0.20 -0.21 -0.94
H -0.165283 -3.914818 6.416847 -0.13 -0.13 -0.23
H -0.369559 -4.477098 4.728097 0.02 0.05 0.35
H -1.734049 -3.738085 5.589665 0.29 -0.01 0.11
H 1.406697 -1.141531 5.452860 -0.11 -0.05 0.12
H -0.099403 -0.716239 6.285624 0.11 -0.23 -0.05
H 0.814064 -2.172838 6.779976 0.05 0.27 -0.06
H -2.182345 -3.260339 3.481096 0.12 -0.07 -0.24
H -1.677225 -2.352699 2.041823 0.05 -0.09 -0.01
H -0.614639 -3.620078 2.701311 -0.30 0.04 0.04
```
Positions in Å, forces in eV/Å.

Summary:
* total charge: +3
* spin multiplicity: 5
* electronic energy: -156871.2797 eV
* HOMO-LUMO gap (spin up / spin down): 5.62 / 3.11 eV

=====

Record 3
Below is a molecular structure, C3H2N2OS, with properties calculated with ωB97M-V/def2-TZVPD.

```
9
Properties=species:S:1:pos:R:3:forces:R:3
C -0.492336 -0.044393 1.157451 1.44 3.22 1.37
C 0.192024 0.138889 -0.062454 -0.68 0.61 -2.35
C 1.150573 0.323763 -1.845720 1.90 -1.06 -2.54
H -0.238031 1.082070 1.541234 -1.70 -2.67 0.86
H 1.873508 -0.075097 -2.670279 -1.73 1.46 1.27
N 0.740824 -0.628314 -0.947762 0.26 1.22 0.66
N 0.781877 1.569609 -1.653370 0.33 -1.51 0.51
O 0.123095 1.463351 -0.429346 0.70 -0.79 -0.42
S -1.148793 -1.363274 1.704755 -0.52 -0.47 0.63
```
Positions in Å, forces in eV/Å.

Summary:
* total charge: 0
* spin multiplicity: 1
* electronic energy: -19003.1422 eV
* HOMO-LUMO gap: 7.97 eV